Record 1
The following is a quantum chemistry calculation of a single C2H3NO3 molecule at a distorted geometry, from the OMol25 dataset.

Geometry as XYZ:
```
9
Properties=species:S:1:pos:R:3:forces:R:3
O 2.452437 0.427181 0.133039 1.58 0.10 0.31
C 1.529159 -0.282788 -0.052113 -1.32 0.80 -0.73
C 0.166415 0.297814 -0.175901 -0.50 2.62 1.13
O -0.155953 1.491828 -0.071798 2.31 0.12 -0.92
N -0.859975 -0.534608 -0.161846 -1.52 -1.62 1.10
O -1.984348 0.198939 0.164668 -1.99 0.21 -0.37
H 1.474810 -1.349672 -0.159068 0.84 -1.26 0.09
H -0.853507 -1.456379 0.367516 0.04 1.70 -1.11
H -1.769035 1.207684 -0.044498 0.57 -2.67 0.50
```
Forces are in eV/Å.

- Total energy: -358.38730 hartree
- SMILES: O=CC(=O)NO
- ΔE to the lowest compared entry with this formula, charge and spin: 3.874 eV
- Orbital gap: 9.53 eV
- Highest occupied orbital energy: -10.1 eV
- Charge: 0

Mulliken population analysis, charges in e, atoms 1 to 8: -0.38 -0.10 0.69 -0.66 -0.12 -0.45 0.31 0.29


Record 2
The following is a quantum chemistry calculation of a single C15H23BrN4O2 molecule, from the OMol25 dataset.

Geometry as XYZ:
```
45
Properties=species:S:1:pos:R:3:forces:R:3
C -2.002374 -1.959279 1.964954 0.42 -0.03 -0.08
C -0.623995 -2.556751 2.209188 -0.50 -0.33 0.09
O 0.386010 -1.836220 1.495992 0.20 0.23 0.14
C 0.596474 -2.177603 0.239020 -0.19 -0.20 -0.04
O 0.000371 -3.038405 -0.362495 0.08 -0.07 0.06
C 1.700399 -1.351684 -0.376105 0.10 -0.03 0.10
N 2.768241 -1.220013 0.285436 -0.34 -0.20 0.36
C 3.904759 -0.488968 -0.213995 0.00 0.15 0.04
C 3.746485 1.015184 0.034574 0.27 -0.15 -0.11
C 5.013904 1.781115 -0.344423 -0.19 -0.06 0.02
N 6.202127 1.267639 0.313655 0.03 0.06 -0.07
C 7.407744 1.759311 -0.319036 -0.03 -0.05 0.01
C 6.213616 1.549134 1.734303 -0.02 -0.09 -0.09
N 1.424286 -0.892564 -1.641359 0.06 0.20 -0.58
N 0.176384 -0.984645 -2.247066 0.36 -0.36 -0.32
C -0.917629 -0.424071 -1.597079 -0.32 0.48 0.19
C -2.201493 -0.874405 -1.910165 0.25 0.01 0.02
C -3.309393 -0.304946 -1.318709 -0.02 0.11 0.11
C -3.139288 0.720581 -0.402540 -0.19 0.16 0.15
Br -4.666188 1.486180 0.444938 0.16 -0.08 -0.09
C -1.876614 1.186344 -0.082734 -0.31 -0.04 -0.01
C -0.769421 0.617087 -0.680296 0.14 -0.20 -0.14
H -2.273306 -2.058189 0.916272 -0.05 0.02 -0.07
H -2.738569 -2.481319 2.569053 -0.10 -0.06 0.08
H -2.007942 -0.905145 2.230892 -0.05 0.09 0.03
H -0.339203 -2.475444 3.259546 0.03 -0.04 -0.14
H -0.601999 -3.604545 1.893325 0.06 0.15 0.13
H 4.772873 -0.840060 0.347099 0.01 0.07 -0.25
H 4.090908 -0.672749 -1.281117 0.10 -0.01 -0.04
H 3.500608 1.166776 1.085684 -0.08 0.02 0.01
H 2.915657 1.412016 -0.555319 -0.05 0.04 0.06
H 4.861412 2.855538 -0.127921 0.07 -0.03 -0.07
H 5.170338 1.678284 -1.422459 0.00 0.07 0.02
H 7.506433 2.855313 -0.259992 0.01 0.03 0.00
H 7.410779 1.466542 -1.368228 0.05 0.03 -0.05
H 8.271621 1.308250 0.166677 0.09 0.03 -0.02
H 5.360179 1.072773 2.210236 -0.03 0.01 0.13
H 6.184654 2.629490 1.950914 -0.01 0.03 0.01
H 7.121311 1.133175 2.168463 0.01 0.00 0.08
H 2.082256 -0.276626 -2.096867 -0.16 -0.13 0.11
H -0.013633 -1.913359 -2.615870 0.19 0.23 0.24
H -2.322649 -1.684529 -2.613129 -0.03 -0.11 -0.09
H -4.299312 -0.662055 -1.557142 -0.07 -0.02 -0.02
H -1.755582 1.985415 0.632258 0.00 0.06 0.05
H 0.214162 0.976761 -0.419397 0.09 0.02 0.00
```
Forces are in eV/Å.

- Total energy: -3528.85736 hartree
- SMILES: CCOC(=O)/C(=N/CCCN(C)C)NNc1ccc(Br)cc1
- ΔE to the lowest compared entry with this formula, charge and spin: 0.071 eV
- Orbital gap: 8.99 eV
- Highest occupied orbital energy: -8.2 eV
- Charge: 0

Mulliken population analysis, charges in e, atoms 1 to 8: -0.88 -0.33 -0.34 0.71 -0.60 0.33 -0.48 -0.82


Record 3
The following is a quantum chemistry calculation of 6 unconnected molecules or ions with the total composition H12O6 at a distorted geometry, from the OMol25 dataset.

Geometry as XYZ:
```
18
Properties=species:S:1:pos:R:3:forces:R:3
O -4.336060 -9.669556 -2.178255 -0.38 -0.55 -0.13
H -4.897813 -9.126223 -1.625184 0.00 0.30 0.40
H -4.175131 -9.165383 -2.972436 0.31 0.41 -0.35
O -3.713228 -8.074181 0.086116 -0.30 -0.44 -1.37
H -3.614991 -7.878306 0.994535 0.13 0.31 1.43
H -2.895488 -7.751637 -0.339520 -0.08 0.30 0.03
O -2.193002 -10.641568 -1.038773 0.18 -0.61 -0.19
H -2.905328 -10.052748 -1.373641 -0.08 0.12 0.16
H -2.543319 -11.504100 -1.319350 0.43 0.27 0.22
O -2.420788 -7.945191 -3.754372 0.04 0.01 1.26
H -1.573776 -8.416976 -3.552987 -0.73 0.22 -0.67
H -2.709666 -7.901182 -4.657686 0.61 -0.27 -0.64
O -1.640945 -6.776783 -1.208470 -0.24 -0.26 -1.28
H -2.107663 -6.664041 -2.091521 0.95 -0.39 1.43
H -0.958401 -7.475909 -1.366836 -0.63 0.71 -0.12
O -0.355949 -9.018085 -2.192958 -2.16 -2.78 2.03
H -0.790293 -9.874789 -1.646477 0.10 2.80 -1.49
H 0.442363 -9.453951 -2.406531 1.85 -0.15 -0.73
```
Forces are in eV/Å.

- Total energy: -458.64163 hartree
- SMILES: O.O.O.O.O.O
- ΔE to the lowest compared entry with this formula, charge and spin: 0.839 eV
- Orbital gap: 11.13 eV
- Highest occupied orbital energy: -10.7 eV
- Charge: 0

Mulliken population analysis, charges in e, atoms 1 to 8: -0.69 0.30 0.32 -0.60 0.28 0.40 -0.74 0.47


Record 4
The following is a quantum chemistry calculation of 6 unconnected molecules or ions with the total composition C15H40ClO19S5 at a distorted geometry, from the OMol25 dataset.

Geometry as XYZ:
```
80
Properties=species:S:1:pos:R:3:forces:R:3
Cl 16.691391 -11.722223 -11.904181 -1.07 0.13 0.73
O 16.864716 -12.040170 -10.492019 0.14 0.16 -0.52
O 16.757552 -12.961783 -12.658051 -0.08 -0.02 -0.24
O 15.385931 -11.090742 -12.089719 0.70 -0.52 -0.06
O 17.716103 -10.823510 -12.353797 0.33 0.02 -0.08
O 12.075383 -15.699343 -10.564426 0.27 0.43 0.73
S 12.495498 -14.472730 -9.935164 0.80 -0.08 -1.38
O 11.528875 -13.602131 -9.344284 0.32 -0.21 0.55
O 13.649109 -14.783633 -8.822560 -1.34 0.59 -0.60
C 14.541545 -15.862550 -9.093672 0.60 -0.74 0.26
C 13.945001 -17.228563 -8.775780 0.33 -0.45 -0.36
C 13.388565 -13.512823 -11.156164 -0.34 0.19 0.05
H 15.399944 -15.648600 -8.454427 -0.09 0.00 0.03
H 14.915979 -15.848503 -10.121299 -0.21 0.21 -0.04
H 13.388090 -17.608258 -9.630587 -0.38 0.20 0.20
H 13.338168 -17.224717 -7.873029 -0.13 0.17 -0.07
H 14.726560 -17.980527 -8.622451 0.22 0.30 0.09
H 12.667490 -13.306240 -11.946707 -0.14 -0.14 0.08
H 14.224659 -14.026156 -11.623979 0.04 -0.21 0.32
H 13.695660 -12.557254 -10.737438 0.13 -0.14 0.17
O 22.174781 -14.643226 -8.971144 -0.49 0.79 -0.37
S 21.459851 -13.705596 -9.801044 -0.45 -1.10 -0.41
O 22.115431 -12.561041 -10.364819 -0.17 -0.16 0.31
O 20.894416 -14.629077 -11.019330 0.83 0.80 1.03
C 20.317801 -13.940440 -12.137800 -0.02 -0.28 -0.81
C 20.106377 -15.010850 -13.188040 -1.09 -0.05 -0.52
C 19.907614 -13.239483 -9.013344 0.89 -0.23 0.03
H 20.968125 -13.180137 -12.576864 0.24 0.02 0.55
H 19.397430 -13.459433 -11.808953 -0.20 -0.08 -0.27
H 19.611154 -14.588965 -14.070407 0.10 0.24 0.13
H 19.411078 -15.780569 -12.845717 0.23 -0.04 0.23
H 21.012290 -15.488479 -13.555792 0.22 0.11 0.36
H 20.145125 -12.705384 -8.095156 0.11 0.14 -0.12
H 19.435816 -14.179816 -8.741056 -0.21 0.04 -0.19
H 19.325220 -12.621101 -9.692513 -0.12 -0.09 0.03
O 11.250976 -10.510394 -5.308349 0.33 0.42 -0.33
S 12.398427 -9.650066 -5.417554 -0.21 -0.17 -0.05
O 12.799358 -8.886367 -4.271331 0.13 -0.27 -0.49
O 13.651650 -10.514718 -5.865156 0.04 0.43 0.59
C 13.538990 -11.368929 -7.017263 -0.17 -0.57 -0.99
C 14.723932 -11.107680 -7.937697 -0.56 0.21 0.15
C 12.208774 -8.509426 -6.802590 0.41 -0.29 0.86
H 12.595011 -11.163274 -7.527800 0.05 -0.04 -0.01
H 13.477801 -12.421786 -6.737508 0.11 0.18 0.49
H 14.852338 -11.889398 -8.684407 -0.10 -0.07 0.05
H 15.642349 -11.038031 -7.358463 0.04 0.10 -0.04
H 14.518976 -10.176144 -8.467984 0.45 0.07 -0.03
H 12.115998 -9.045853 -7.740600 -0.35 0.00 0.01
H 13.106155 -7.894269 -6.822149 0.01 -0.03 0.06
H 11.356347 -7.898342 -6.518871 -0.16 -0.05 -0.34
O 12.699183 -15.603460 -16.226146 0.55 -0.31 0.43
S 13.495151 -15.338717 -15.062811 0.42 0.84 0.93
O 12.931734 -15.448287 -13.739137 0.16 -0.09 -0.80
O 14.798510 -16.283135 -15.120758 -0.79 0.31 -0.56
C 15.887499 -15.951734 -14.250834 0.87 -0.14 0.19
C 16.963740 -17.008676 -14.461747 0.30 0.01 0.24
C 14.190921 -13.688118 -15.225460 0.35 -0.26 0.01
H 15.550785 -15.898763 -13.215270 -0.09 -0.03 -0.03
H 16.336777 -14.990420 -14.510696 -0.41 0.13 -0.08
H 17.957387 -16.579197 -14.316289 -0.14 0.12 0.06
H 16.941763 -17.368163 -15.489278 -0.15 -0.11 0.03
H 16.895628 -17.837672 -13.758138 -0.25 -0.13 -0.20
H 13.390395 -13.089792 -15.646245 0.07 0.16 0.02
H 15.072796 -13.696037 -15.868790 -0.36 -0.21 -0.44
H 14.577301 -13.267410 -14.295405 -0.49 -0.23 0.27
O 13.594576 -10.790513 -16.225913 0.06 0.35 -0.47
S 14.310153 -9.994738 -17.184738 1.08 0.16 -0.16
O 13.684051 -8.964024 -17.962940 0.07 -0.44 0.61
O 15.555161 -9.301811 -16.451710 -0.86 -0.23 -0.48
C 16.347884 -10.100098 -15.529181 -0.01 -0.17 0.11
C 17.796885 -9.814468 -15.827562 -0.04 -0.05 -0.47
C 15.159875 -11.087505 -18.336081 -0.45 0.09 0.18
H 16.110076 -11.164788 -15.610740 -0.05 0.08 -0.22
H 16.068338 -9.831222 -14.511034 0.05 0.17 -0.06
H 18.388842 -10.396805 -15.121668 0.24 0.48 0.13
H 17.963543 -8.736553 -15.833789 0.22 -0.06 0.68
H 18.104274 -10.091620 -16.841875 -0.32 -0.40 0.03
H 14.426390 -11.829046 -18.648938 0.07 -0.06 0.04
H 16.011156 -11.558711 -17.851452 -0.08 -0.06 0.09
H 15.486788 -10.516073 -19.199640 0.00 0.17 0.11
```
Forces are in eV/Å.

- Total energy: -4476.00947 hartree
- ΔE to the lowest compared entry with this formula, charge and spin: 0.000 eV
- Orbital gap: 9.80 eV
- Highest occupied orbital energy: -7.8 eV
- Charge: -1

Mulliken population analysis, charges in e, atoms 1 to 8: 1.55 -0.60 -0.48 -0.72 -0.68 -0.61 1.31 -0.67


Record 5
The following is a quantum chemistry calculation of a single C3H5NO2 molecule at a distorted geometry, from the OMol25 dataset.

Geometry as XYZ:
```
11
Properties=species:S:1:pos:R:3:forces:R:3
H 0.288041 -1.999993 0.210252 0.79 -0.01 -0.14
N 0.291035 -1.179406 -0.400482 -1.30 -0.36 0.49
C 0.862078 -0.071800 0.055461 0.44 0.36 -0.62
O 2.147417 0.015775 0.466826 -0.20 -0.10 0.38
C 0.055673 1.045712 -0.148890 -0.05 -0.21 -0.03
C -1.210714 0.438993 -0.413467 0.06 0.39 0.22
O -2.058003 0.013145 0.524517 0.47 -0.11 -0.26
H 2.583984 -0.830422 0.298202 -0.13 0.05 -0.03
H 0.380634 1.961966 -0.621838 -0.04 0.03 0.10
H -1.752900 0.584624 -1.346496 0.00 -0.07 0.01
H -1.587245 0.021405 1.375915 -0.03 0.03 -0.12
```
Forces are in eV/Å.

- Total energy: -322.44171 hartree
- SMILES: [H]/N=C(O)/C=C\O
- ΔE to the lowest compared entry with this formula, charge and spin: 3.609 eV
- Orbital gap: 8.84 eV
- Highest occupied orbital energy: -8.3 eV
- Charge: 0

Mulliken population analysis, charges in e, atoms 1 to 8: 0.19 -0.66 0.67 -0.48 -0.76 0.11 -0.42 0.34


Record 6
The following is a quantum chemistry calculation of a single C5H3NO3 molecule at a distorted geometry, from the OMol25 dataset.

Geometry as XYZ:
```
12
Properties=species:S:1:pos:R:3:forces:R:3
C 1.438310 -0.230825 -0.046028 -1.82 4.06 -2.37
C 2.101835 -1.350980 0.478681 0.75 -1.40 2.52
C -1.548105 1.303044 -0.642877 2.55 -4.60 1.94
C 0.133241 0.060288 -0.031200 -0.05 -0.92 -0.31
C -1.006540 -0.539127 0.487158 -0.56 -2.31 1.57
N -2.028143 0.229279 0.085708 -0.75 2.29 0.44
O -3.220869 0.232590 0.532837 -0.22 -0.35 -0.57
O 1.623309 -2.446253 0.409777 0.21 -0.73 -0.39
O -0.256516 1.196455 -0.760068 0.55 2.39 -1.14
H 1.855361 0.641783 -0.578640 1.14 -0.83 0.33
H 2.959999 -1.137076 1.163943 0.06 -0.12 -0.63
H -2.051883 2.040820 -1.099291 -1.85 2.51 -1.38
```
Forces are in eV/Å.

- Total energy: -472.53959 hartree
- ΔE to the lowest compared entry with this formula, charge and spin: 6.488 eV
- Orbital gap (alpha / beta): 6.07 / 6.07 eV
- Highest occupied orbital energy (alpha / beta): -8.7 / -8.7 eV
- Charge: 0

Mulliken population analysis, charges in e, atoms 1 to 8: -0.22 -0.08 -0.12 0.65 -0.49 0.57 -0.70 -0.36